Arrangement A

Computed, not measured: 2 unconnected molecules or ions with the total composition C3H9NS2, with ωB97M-V with the def2-TZVPD basis set.

Charge: 0
Structure (SMILES): C=NC.CSS
HOMO level in eV: -9.27
Kohn-Sham gap in eV: 9.20

The geometry in XYZ format:
```
15
Properties=species:S:1:pos:R:3:mulliken_charge:R:1
C -2.86758 0.49220 2.60837 -0.16
N -2.27704 0.43266 3.78030 -0.38
C -0.78278 0.02069 3.74784 -0.54
H -3.91240 0.97758 2.39568 0.23
H -2.54593 -0.14291 1.76269 0.18
H -0.47548 -0.46003 4.78390 0.23
H -0.69013 -0.74001 2.92065 0.21
H -0.06339 0.85018 3.36092 0.23
C 0.65764 1.49955 -1.59631 -0.94
S 0.80771 0.06761 -2.81988 -0.05
S 1.63050 -1.29070 -1.30141 -0.22
H 1.46855 1.47558 -0.89187 0.34
H 0.73208 2.48802 -1.96213 0.36
H -0.20778 1.49756 -0.98272 0.35
H 0.57875 -1.48001 -0.46789 0.16
```

---

Arrangement B

Computed, not measured: C3H9NS2 in the gas phase, with ωB97M-V with the def2-TZVPD basis set.

Charge: 0
Structure (SMILES): CSSCCN
HOMO level in eV: -9.03
Kohn-Sham gap in eV: 7.51

The geometry in XYZ format:
```
15
Properties=species:S:1:pos:R:3:mulliken_charge:R:1
C 0.79246 -2.72593 0.24416 -0.75
S -0.55998 -1.61446 -0.08185 -0.07
S 1.28085 0.08694 -0.71627 -0.12
C 0.51307 1.12456 0.48505 -0.67
C -0.96199 1.52169 0.21924 -0.43
N -1.24248 1.93456 -1.16120 -0.64
H 1.23838 -3.17275 -0.75072 0.26
H 1.69607 -2.30994 0.80226 0.29
H 0.19866 -3.43687 0.85504 0.29
H 1.14082 1.97091 0.75457 0.41
H 0.63621 0.51328 1.39109 0.37
H -1.33114 2.20172 0.95456 0.32
H -1.58759 0.58953 0.34386 0.16
H -1.38961 1.06122 -1.74825 0.31
H -0.42371 2.25554 -1.59155 0.27
```

---

Arrangement C

Computed, not measured: C3H9NS2 in the gas phase, with ωB97M-V with the def2-TZVPD basis set.

Charge: 0
Structure (SMILES): CSSCCN
HOMO level in eV: -8.87
Kohn-Sham gap in eV: 9.61

The geometry in XYZ format:
```
15
Properties=species:S:1:pos:R:3:mulliken_charge:R:1
C -2.46249 0.10898 -0.59456 -0.79
S -1.22355 -1.19357 -0.87664 -0.08
S -0.53719 -1.61982 1.00314 -0.13
C 0.81937 -0.44729 1.32336 -0.50
C 1.18392 0.53685 0.22685 -0.53
N 1.87227 -0.13779 -0.89570 -0.53
H -3.41721 -0.16906 -1.01461 0.33
H -2.55845 0.27951 0.47001 0.28
H -2.11955 1.04659 -1.04958 0.25
H 1.71607 -1.03864 1.52489 0.33
H 0.57023 0.09810 2.22709 0.33
H 1.86642 1.28016 0.64042 0.43
H 0.29320 1.05354 -0.13806 0.17
H 2.71431 0.37242 -1.12617 0.21
H 1.28267 -0.16997 -1.72045 0.22
```

---

Which structure is most stable, and how do the rest compare? From most to least stable: arrangement C, arrangement B, arrangement A.

---

Arrangement A

Computed, not measured: C5H5ClN2 in the gas phase, with ωB97M-V with the def2-TZVPD basis set.

Charge: 0
Structure (SMILES): ClCc1ccnnc1
HOMO level in eV: -9.46
Kohn-Sham gap in eV: 9.83

The geometry in XYZ format:
```
13
Properties=species:S:1:pos:R:3:mulliken_charge:R:1
Cl -1.33649 2.18099 -1.51323 -0.18
C -1.47500 1.09891 -0.10914 -0.47
C -0.32205 0.12774 0.02140 0.67
C 0.95967 0.38615 -0.37694 -0.25
C 1.92191 -0.60089 -0.13900 -0.33
N 1.64466 -1.76405 0.45319 -0.42
N 0.41043 -2.01725 0.84406 -0.39
C -0.53265 -1.11577 0.62517 -0.39
H -1.53435 1.71163 0.78468 0.31
H -2.40336 0.54713 -0.20376 0.32
H 1.23901 1.31362 -0.88908 0.34
H 2.95557 -0.45309 -0.44730 0.40
H -1.52734 -1.41513 0.94997 0.38
```

---

Arrangement B

Computed, not measured: 2 unconnected molecules or ions with the total composition C5H5ClN2, with ωB97M-V with the def2-TZVPD basis set.

Charge: 0
Structure (SMILES): C#Cn1cccn1.Cl
HOMO level in eV: -9.15
Kohn-Sham gap in eV: 9.61

The geometry in XYZ format:
```
13
Properties=species:S:1:pos:R:3:mulliken_charge:R:1
C 0.99208 1.16953 2.88508 -0.50
C 0.84472 0.81000 1.74650 0.13
N 0.72350 0.35579 0.49404 0.55
C -0.32729 0.80671 -0.27822 0.10
C -0.27277 0.19346 -1.52520 -0.81
C 0.89632 -0.61860 -1.41553 -0.16
N 1.54665 -0.41656 -0.24673 -0.85
H 1.29804 1.54736 3.80084 0.46
H -1.04335 1.68054 -0.18683 0.32
H -0.97342 0.43210 -2.26653 0.36
H 1.14632 -1.43577 -2.15158 0.39
Cl -1.78921 -2.44720 -0.70193 -0.27
H -3.04159 -2.07733 -0.15393 0.27
```

---

Which structure is most stable, and how do the rest compare? From most to least stable: arrangement A, arrangement B.